# 1
9
Properties=species:S:1:pos:R:3:forces:R:3 method="wB97M-V/def2-TZVPD" largest_force_ev_per_a=1.20 multiplicity=1 homo_lumo_gap_ev=4.982 mol_weight_g_mol=162.46 e_above_lowest_kj_mol=0.0 e_homo_ev=-5.4
H 1.323427 0.421627 1.929557 -0.20 -0.06 -0.13
O -1.006571 -0.712043 -1.264518 0.33 0.35 -0.02
C 0.599260 -0.049368 1.222025 -0.30 -0.55 0.11
O 0.034350 -1.109123 1.628520 -0.08 0.21 -0.30
Li -0.319476 1.703025 -2.772227 0.08 -0.31 0.24
C 0.474609 0.635176 0.007132 0.31 0.29 -0.63
H 1.121500 1.521579 -0.054425 -0.21 -0.25 0.01
Rb -1.993219 -2.722608 0.526658 0.70 0.82 -0.16
C -0.233880 0.311736 -1.222721 -0.63 -0.50 0.89


# 2
118
Properties=species:S:1:pos:R:3:forces:R:3 method="wB97M-V/def2-TZVPD" largest_force_ev_per_a=4.18 multiplicity=2 s_squared=0.761 homo_lumo_gap_ev="8.048 / 3.440" mol_weight_g_mol=827.22 e_homo_ev="-10.2 / -10.2" charge=+1
H 15.529077 -1.773563 -8.847117 -0.11 0.52 -0.08
N 18.294434 -2.402889 3.631951 -1.90 0.35 0.90
H 9.237924 -2.262848 -1.354595 0.50 0.03 -0.12
H 11.222205 -0.984069 1.689564 0.28 -0.64 0.24
C 8.937465 2.523225 1.298502 -0.21 -0.43 0.41
H 9.454407 2.339913 2.240452 0.82 0.40 -0.19
H 15.465733 3.026842 1.846743 -0.50 0.54 0.13
O 10.681713 0.579165 -0.316464 -0.69 0.17 1.59
H 12.190874 -3.201099 -1.905654 -0.08 -0.16 0.47
C 14.210697 -4.849366 3.002481 -0.27 -0.40 -1.01
H 17.834601 -6.290889 1.664632 0.43 0.39 -0.70
H 9.536441 2.877765 0.459678 0.33 0.27 0.53
P 18.820307 -2.686092 2.021687 2.36 -3.33 -0.88
H 7.422062 -7.069436 -1.996253 0.09 0.86 -0.16
C 10.296887 -1.335228 2.146247 -0.43 1.25 -1.45
O 12.854793 3.546604 2.952455 -0.02 -0.63 -0.60
H 20.073834 -1.593374 4.439893 -0.14 0.38 -0.15
H 14.037874 1.275897 5.524805 -0.25 0.17 -0.18
H 7.197720 1.325791 -1.762962 0.10 0.11 0.15
N 8.336742 1.252229 0.894718 -0.69 0.74 -0.31
O 9.631391 -4.758183 -1.829513 -0.37 -2.71 0.41
H 17.256757 -5.386700 2.945410 0.10 0.20 0.44
H 14.689835 -5.717078 2.549063 -0.43 -0.47 0.16
H 11.981041 -1.495457 -2.051041 0.32 0.34 -0.27
H 6.364654 1.962354 1.428317 0.47 0.03 0.34
O 11.725224 -6.165288 3.387111 1.26 1.96 -0.66
C 14.627678 -0.814223 -5.318962 0.30 0.47 0.04
H 18.492876 -4.969892 -0.411615 0.16 -0.17 0.04
C 14.486476 -1.388292 6.443354 -0.12 0.50 0.00
H 13.889712 -1.444897 -8.164984 0.02 -0.33 0.07
O 14.778029 -3.480413 -0.858210 -0.80 1.05 -0.45
C 14.848340 2.131195 1.777725 -0.08 0.61 -0.01
S 14.223525 -2.118069 -1.272034 -0.18 0.04 1.16
H 13.739150 -0.183121 -5.337393 -0.33 -0.27 -0.68
H 9.357980 -5.499271 0.923600 -0.06 -0.06 -0.04
H 8.196660 3.269158 1.586393 -0.30 -0.08 -0.52
H 17.859080 -3.384506 -0.555969 -0.51 0.12 0.32
C 16.858544 -2.359579 4.068596 0.31 -0.54 -1.02
C 13.038844 0.846771 5.448019 -0.21 -1.15 0.70
H 16.800150 -4.775442 0.062609 -0.18 0.40 -1.10
S 12.340517 -4.840881 2.890817 -0.32 -2.06 1.28
H 16.290197 -3.076398 3.475927 -0.11 0.31 -0.13
C 8.036592 -1.920917 1.462134 0.98 0.86 -0.89
C 7.942296 0.708258 -2.265303 0.58 0.09 1.32
C 14.919362 -1.726729 -7.944809 0.78 0.02 0.37
H 16.659687 -0.370382 0.078789 -0.07 -0.25 0.13
H 20.073011 -0.193224 0.768414 -0.26 -0.70 -0.56
C 19.038496 -0.100122 1.098900 0.65 -0.37 1.26
H 11.964144 3.505075 -0.031138 0.12 0.05 -0.19
H 14.374333 -1.853170 -5.107997 0.15 -0.04 -0.41
C 6.893748 1.035012 1.208767 0.65 -0.57 -1.21
H 6.424925 0.677763 0.291883 -0.17 -0.20 -0.05
H 10.110860 -0.570004 2.899864 -0.23 -0.39 0.80
H 11.254874 -4.125832 1.015228 -0.42 -0.24 -0.14
H 11.821157 -5.785089 0.647519 0.30 -0.09 0.42
H 14.543647 -4.044138 2.347613 -0.18 0.48 0.25
H 8.660637 -7.116087 0.722510 0.03 -0.04 -0.14
H 16.690413 -2.611033 5.115788 0.75 -0.27 -0.01
S 9.665455 -6.226143 -1.315853 -0.20 1.63 0.61
H 19.199189 0.147951 2.148063 -0.20 0.67 0.17
C 8.471989 -7.337417 -2.114280 -0.72 0.18 -1.03
O 17.120846 -0.726373 -6.722505 -2.12 -0.03 0.22
H 15.180657 1.524452 2.620064 -0.43 -0.42 -0.18
H 16.315010 -0.830681 1.819104 -0.30 0.55 -0.05
H 14.131548 -1.040609 7.413535 0.07 -0.18 0.11
N 8.474080 -0.336905 -1.342727 -1.16 0.46 0.92
C 18.080200 -5.392709 2.231259 -0.47 0.63 0.65
C 16.781931 -1.106284 0.873520 0.97 -1.55 0.75
O 20.326893 -2.838073 2.016236 -2.83 1.26 0.30
S 13.139394 -0.985508 5.251933 1.20 -0.07 -2.14
H 18.700882 -1.649413 5.607555 -0.15 -0.10 -0.36
H 19.026513 -5.540748 2.751519 0.02 0.01 -0.10
N 18.217504 -1.340810 1.146363 0.34 0.49 -0.16
H 8.761471 -7.325557 -3.165070 -0.24 0.08 -0.09
C 13.020913 3.428999 0.224877 -0.55 -0.51 1.07
C 12.681944 -2.300099 -2.273273 -0.26 -1.17 1.05
P 9.310780 0.145985 0.117885 -0.88 -1.19 -2.56
H 7.799861 -5.669360 0.080883 0.03 -0.06 -0.09
H 6.721290 0.259467 1.955009 0.03 0.41 0.26
C 17.775468 -4.289021 0.046482 -0.27 -1.00 -0.55
H 16.417278 -2.110393 0.656984 -0.63 0.24 -0.54
H 8.402058 -8.389007 -1.836143 1.14 0.01 0.63
O 13.710415 -1.245053 3.833673 -0.43 0.32 1.86
H 13.444381 4.420086 0.387716 0.14 -0.16 0.00
S 13.007903 2.523893 1.863477 1.60 0.77 -0.37
H 7.435742 0.308527 -3.143778 0.30 -0.43 0.13
H 15.455379 -0.934046 6.236015 -0.26 0.59 -0.30
H 13.552014 2.825177 -0.510952 -0.08 0.14 0.03
S 15.632541 -0.432559 -6.872355 1.03 -0.22 0.44
H 7.303059 -1.735752 0.677447 -0.27 0.00 0.33
H 8.144307 -2.011778 -2.622308 -0.28 0.39 -0.17
N 18.050077 -4.136846 1.446367 1.04 2.95 1.89
H 13.235941 -0.380499 0.275589 -0.68 -0.16 -0.35
H 12.454752 0.949478 6.362563 0.34 0.23 0.36
H 12.380915 1.273601 4.691017 0.48 -0.20 -0.41
C 13.395753 -1.456329 0.347360 0.93 -0.50 -1.65
C 8.769020 -6.134236 0.261748 0.30 0.14 -0.02
H 15.091300 -0.395202 -4.425893 0.81 -0.15 -0.22
H 14.710823 -2.454653 6.468712 -0.73 -0.12 -0.07
H 12.885707 -4.309592 0.615631 0.36 -0.43 -0.11
H 15.087169 -2.702860 -7.489717 -0.54 0.02 0.26
C 19.180905 -2.132410 4.756447 1.40 -0.25 -0.75
H 14.578674 -4.731275 4.021668 -0.46 0.10 0.00
N 9.267632 -1.215671 1.093840 0.88 -0.33 -0.74
H 12.799218 -2.565780 -3.323872 0.61 0.75 -0.01
H 18.560946 0.730726 0.579554 -0.27 -0.43 0.05
H 8.285981 -2.981749 1.438878 -0.33 -0.12 0.52
H 12.519663 -2.098370 0.438802 -0.02 0.51 0.31
H 14.115548 -1.571302 1.157777 -0.06 -0.54 -0.10
H 15.115754 1.741687 0.795454 -0.29 -0.60 0.13
H 10.276312 -2.366987 2.497170 0.43 0.24 0.28
C 8.936508 -1.501724 -2.074260 0.06 -0.49 0.84
H 16.429635 -1.361085 3.983982 0.01 0.19 -0.44
H 8.783667 1.337796 -2.554917 -0.12 0.26 -0.44
H 19.629956 -3.087854 5.027708 -0.21 -0.24 0.44
H 7.787979 -1.496386 2.434802 -0.77 -0.74 0.17
H 9.737770 -1.255302 -2.770948 0.23 -0.08 -0.07
C 12.075148 -4.836017 1.119583 0.20 1.16 -0.35


# 3
15
Properties=species:S:1:pos:R:3:forces:R:3 method="wB97M-V/def2-TZVPD" largest_force_ev_per_a=5.17 multiplicity=1 homo_lumo_gap_ev=9.244 mol_weight_g_mol=113.12 e_above_lowest_kj_mol=724.0 e_homo_ev=-8.5 smiles="ON1C=NN[C@H]2C[C@@H]21"
H 1.464877 -2.144147 -1.180197 -0.28 -2.87 -1.74
H 1.319140 -0.353169 1.435889 -2.10 -1.07 -2.33
N -1.621705 -0.178072 0.793341 0.66 -1.09 1.52
C 0.420512 -0.340110 -0.756793 0.08 0.92 0.08
C 0.607660 -0.902060 0.574554 1.50 -0.23 2.37
N -0.747503 -1.279327 0.947157 0.80 0.33 -1.18
H -0.994602 -1.806777 1.754019 0.10 -0.11 0.51
H 1.208869 1.725185 0.440449 -1.46 0.87 -2.56
N -0.135938 1.014802 -0.758758 0.06 -3.59 -1.36
O 0.699365 1.990366 -0.471193 3.22 1.56 3.58
H 2.618311 -1.042378 -0.327880 -1.25 0.17 -0.91
C -1.198930 0.812807 0.154266 -1.29 4.94 -0.83
H -1.672242 1.862343 0.167074 -0.35 -2.00 0.51
H -0.465045 -0.861777 -1.045939 0.07 -0.81 -1.20
C 1.581058 -1.271309 -0.696366 0.24 2.96 3.53